Entry from the Open Molecules 2025 dataset: an isolated ion of composition FHI2OP and charge +1 at a distorted geometry (wB97M-V/def2-TZVPD).

Gap between HOMO and LUMO, eV: 8.7306
LUMO, eV: -6.5
Charge: +1
HOMO, eV: -15.2
Largest force on an atom, eV Å⁻¹: 4.39
ΔE to the lowest compared entry with this formula, charge and spin, kcal per mole: 4.35

Each line ends with the Mulliken charge.
Atoms and positions in Å:
O: -0.346 -1.245 0.093  -0.37
F: 1.685 0.351 0.295  -0.23
P: 0.016 0.224 -0.168  0.55
I: -0.109 0.613 -2.516  0.33
I: -1.034 1.745 1.346  0.32
H: -0.211 -1.687 0.949  0.39

Entry from the Open Molecules 2025 dataset: an isolated ion of composition C2H8BrNP and charge +1 at a distorted geometry (wB97M-V/def2-TZVPD).

Gap between HOMO and LUMO, eV: 8.5805
LUMO, eV: -4.1
Charge: +1
HOMO, eV: -12.7
Largest force on an atom, eV Å⁻¹: 3.75
ΔE to the lowest compared entry with this formula, charge and spin, kcal per mole: 11.25

Each line ends with the Mulliken charge.
Atoms and positions in Å:
N: 1.833 -0.530 -0.187  -0.31
C: 0.716 0.402 -0.268  -0.52
C: -0.599 -0.299 0.212  -1.08
P: -2.349 0.895 -0.322  0.16
Br: -3.951 -0.554 0.190  -0.10
H: 1.787 -1.493 -0.656  0.37
H: 2.084 -0.567 0.776  0.35
H: 2.640 0.008 -0.679  0.42
H: 0.705 0.656 -1.317  0.39
H: 0.801 1.321 0.393  0.30
H: -0.720 -0.272 1.263  0.47
H: -0.557 -1.228 -0.332  0.44
H: -2.390 1.660 0.926  0.12

Entry from the Open Molecules 2025 dataset: C34H57N4OP2Pt as an isolated structure at a distorted geometry (wB97M-V/def2-TZVPD).

Gap between HOMO and LUMO (spin up / spin down), eV: 4.7216 / 4.0708
LUMO (spin up / spin down), eV: -8.8 / -12.8
Charge: +3
2S+1: 5
HOMO (spin up / spin down), eV: -13.5 / -16.9
Largest force on an atom, eV Å⁻¹: 7.55
ΔE to the lowest compared entry with this formula, charge and spin, kcal per mole: 0.00

Each line ends with the Löwdin spin population.
Atoms and positions in Å:
C: -0.613 -2.211 -1.400  0.03
C: 1.629 -2.232 -0.601  0.02
C: -0.375 -3.363 -2.161  0.14
C: 1.839 -3.483 -1.243  0.14
C: 0.839 -4.036 -2.015  0.00
H: -1.163 -3.713 -2.825  0.01
H: 2.821 -3.933 -1.135  0.00
H: 0.979 -4.994 -2.518  0.00
N: 0.353 -1.695 -0.620  0.15
P: -2.336 -0.546 0.034  0.16
P: 2.450 0.235 0.386  0.21
C: -1.947 -1.504 -1.494  0.01
H: -1.923 -0.824 -2.352  0.00
H: -2.724 -2.242 -1.711  0.00
C: -0.010 1.713 1.252  0.07
O: 0.019 2.812 1.636  0.01
C: 2.662 -1.488 0.013  0.45
H: 3.636 -1.970 0.111  0.02
C: 3.212 1.102 -1.162  0.07
C: 3.589 0.651 1.886  0.03
C: -3.656 0.787 -0.483  0.02
C: -3.188 -1.990 1.004  0.03
C: 2.742 2.563 -1.207  0.01
H: 3.017 3.131 -0.312  0.00
H: 3.220 3.058 -2.065  0.00
H: 1.655 2.621 -1.347  0.00
C: 4.745 1.021 -1.155  0.01
H: 5.216 1.584 -0.344  0.00
H: 5.089 -0.020 -1.128  0.00
H: 5.121 1.459 -2.092  0.00
C: 2.747 0.403 -2.441  0.01
H: 3.226 0.891 -3.303  0.00
H: 3.037 -0.653 -2.456  0.00
H: 1.666 0.479 -2.580  0.00
C: 3.867 2.166 1.911  0.00
H: 2.933 2.741 1.887  0.00
H: 4.381 2.418 2.851  0.00
H: 4.521 2.506 1.100  0.00
C: 2.925 0.282 3.216  0.00
H: 1.978 0.809 3.384  0.00
H: 2.738 -0.793 3.309  0.00
H: 3.615 0.563 4.026  0.00
C: 4.899 -0.147 1.815  0.01
H: 5.538 0.114 0.967  0.00
H: 5.489 0.068 2.718  0.00
H: 4.710 -1.224 1.784  0.00
C: -3.560 -1.455 2.393  0.00
H: -4.031 -2.266 2.970  0.00
H: -2.673 -1.124 2.943  0.00
H: -4.268 -0.617 2.352  0.00
C: -2.199 -3.156 1.142  0.00
H: -2.175 -3.785 0.241  0.00
H: -1.181 -2.816 1.349  0.00
H: -2.502 -3.788 1.990  0.00
C: -4.444 -2.566 0.321  0.01
H: -4.653 -3.544 0.783  0.00
H: -5.337 -1.958 0.480  0.00
H: -4.311 -2.737 -0.753  0.00
C: -3.706 0.989 -2.002  0.00
H: -4.021 0.076 -2.524  0.00
H: -4.447 1.771 -2.233  0.00
H: -2.753 1.313 -2.424  0.00
C: -3.260 2.096 0.215  0.00
H: -2.315 2.500 -0.167  0.00
H: -4.044 2.848 0.038  0.00
H: -3.183 1.962 1.302  0.00
C: -5.096 0.449 -0.075  0.01
H: -5.496 -0.395 -0.649  0.00
H: -5.214 0.267 0.997  0.00
H: -5.731 1.315 -0.323  0.00
Pt: 0.040 0.025 0.539  1.16
N: -0.441 1.328 -1.849  0.09
C: -0.415 2.061 -2.754  0.00
C: -0.412 2.934 -3.940  0.00
C: 0.745 2.495 -4.843  0.00
C: -1.756 2.768 -4.656  0.00
C: -0.224 4.377 -3.466  0.00
H: 1.707 2.664 -4.334  0.00
H: 0.655 1.425 -5.076  0.00
H: 0.752 3.056 -5.789  0.00
H: -2.565 3.146 -4.015  0.00
H: -1.777 3.322 -5.602  0.00
H: -1.943 1.704 -4.866  0.00
H: -0.257 5.083 -4.309  0.00
H: -1.018 4.643 -2.754  0.00
H: 0.743 4.487 -2.955  0.00
N: 0.200 -2.704 6.422  0.38
C: 0.152 -2.130 5.197  0.09
C: 0.665 -2.811 4.074  0.16
C: 0.622 -2.193 2.831  -0.03
N: 0.024 -0.993 2.648  0.33
C: -0.487 -0.338 3.714  -0.03
C: -0.432 -0.863 4.996  0.16
H: 0.608 -3.619 6.549  0.01
H: -0.159 -2.242 7.240  0.01
H: 1.100 -3.802 4.167  0.01
H: 1.081 -2.664 1.964  0.00
H: -0.946 0.640 3.525  0.00
H: -0.833 -0.290 5.838  0.01